No. 1
Molecular formula: C29H27N4O2PtSSi
Method: DFT, ωB97M-V with the def2-TZVPD basis set

Structure (XYZ):
```
65
Properties=species:S:1:pos:R:3:mulliken_charge:R:1
Pt 0.03129 0.07666 -1.90805 1.162
N 4.36243 -1.55050 4.82765 -0.529
C 4.10348 -1.37522 3.49011 1.069
C 4.70332 -0.32739 2.77860 -0.760
C 4.41887 -0.13294 1.44411 -0.361
C 3.52082 -0.97666 0.79986 -0.438
C 2.92324 -2.02761 1.48642 -0.143
C 3.20922 -2.22398 2.82109 -0.995
S 3.19891 -0.77333 -0.90625 1.314
O 2.79153 -2.03042 -1.45351 -0.715
O 4.25888 -0.01667 -1.49000 -0.722
N 1.81313 0.16770 -0.98553 -0.435
C 1.77315 1.47124 -0.57592 0.521
N 2.71512 2.10072 0.09962 -0.309
C 2.44543 3.35871 0.43475 -0.221
C 1.25382 3.99658 0.11941 -1.087
C 0.32325 3.25940 -0.58693 -0.061
N 0.58271 2.00942 -0.94848 -0.143
H 5.18560 -1.11055 5.20208 0.225
H 4.15519 -2.44888 5.22898 0.226
H 5.40846 0.32332 3.28082 0.300
H 4.89151 0.66268 0.88645 0.501
H 2.26515 -2.70633 0.95884 0.711
H 2.77107 -3.05883 3.35528 0.258
H 3.21913 3.88009 0.98687 0.445
H 1.06095 5.01621 0.41407 0.422
H -0.64067 3.66580 -0.86658 0.545
C -2.91865 3.86719 1.72119 -0.518
C -2.19142 2.86147 2.34515 -0.729
C -1.90239 1.69163 1.66111 -0.428
C -2.31509 1.52203 0.33552 0.874
C -3.06040 2.53757 -0.27464 -0.386
C -3.36379 3.70064 0.41643 -0.673
Si -1.88985 -0.01832 -0.57563 -0.494
C -1.90638 -1.58114 0.40495 0.719
C -0.80402 -1.78253 1.24533 -0.026
C -0.72567 -2.91476 2.04068 -0.847
C -1.73175 -3.86954 1.98962 -0.601
C -2.82359 -3.68617 1.15352 -0.665
C -2.91331 -2.54602 0.36995 -0.493
C -2.26375 -0.02576 -2.38758 1.189
C -2.79015 -1.15970 -3.06640 -0.581
C -2.92487 -1.17128 -4.42504 -0.593
C -2.47432 -0.08152 -5.19065 -0.513
C -1.93166 1.01964 -4.58242 -1.114
C -1.83927 1.06953 -3.17976 0.184
H -3.15467 4.77551 2.25977 0.429
H -1.86228 2.98441 3.36826 0.452
H -1.35306 0.90558 2.16478 0.401
H -3.42984 2.41587 -1.28589 0.480
H -3.95411 4.47309 -0.05874 0.435
H 0.01350 -1.06755 1.27138 0.461
H 0.12623 -3.04927 2.69337 0.420
H -1.66578 -4.75893 2.60215 0.409
H -3.61028 -4.42762 1.11686 0.423
H -3.79607 -2.40260 -0.24286 0.418
H -3.08152 -2.03436 -2.49886 0.202
H -3.35800 -2.03062 -4.91911 0.430
H -2.56635 -0.11217 -6.26832 0.420
H -1.59747 1.86571 -5.16715 0.479
H -1.53967 2.00040 -2.71341 0.208
C 0.16870 -1.80300 -2.70212 -1.460
H 1.16227 -1.85847 -3.14359 0.559
H -0.59063 -1.98223 -3.45512 0.357
H 0.11438 -2.55592 -1.91645 0.391
```

Results
**Orbital gap**: 6.47 eV
**Energy relative to the best compared isomer or geometry (same formula, charge and spin)**: 0.000 eV
**Total charge**: +1


No. 2
Molecular formula: C3H7O4PS
Method: DFT, ωB97M-V with the def2-TZVPD basis set

Structure (XYZ):
```
16
Properties=species:S:1:pos:R:3:mulliken_charge:R:1
C 0.68964 -0.89181 0.87158 -0.929
C 0.21293 1.40521 0.12649 -0.389
C -0.12822 -0.05724 0.24974 0.719
O -2.82101 0.10039 0.82255 -0.777
O -1.72282 -2.09695 -0.19034 -0.606
O -1.96837 -0.05634 -1.65237 -0.802
O -0.72657 2.15834 -0.55124 -0.597
P -1.77210 -0.44724 -0.17240 0.789
S 3.34075 -0.64024 -0.79741 -0.888
H 0.45503 -1.92874 1.11316 0.333
H 1.76339 -0.75489 1.01007 0.216
H 3.64288 0.55150 -0.21302 -0.059
H 1.27625 1.50666 -0.24270 0.132
H 0.12035 1.88210 1.08766 0.185
H -1.51122 1.55534 -0.79007 0.355
H -0.85092 -2.28610 -0.67169 0.319
```

Results
**Orbital gap**: 6.59 eV
**Energy relative to the best compared isomer or geometry (same formula, charge and spin)**: 0.872 eV
**Total charge**: -2


No. 3
Molecular formula: C17H12BrN4O6
Method: DFT, ωB97M-V with the def2-TZVPD basis set

Structure (XYZ):
```
40
Properties=species:S:1:pos:R:3:mulliken_charge:R:1
N -2.29940 -5.93591 1.94101 -0.538
C -1.91603 -4.84417 1.77392 -0.101
C -1.39795 -3.52090 1.59251 0.285
C -0.03654 -3.21519 1.50311 -0.634
C 0.40039 -1.86825 1.31441 -0.160
N 1.81177 -1.62482 1.27948 1.150
O 2.58022 -2.61867 1.27424 -0.671
O 2.23788 -0.44464 1.27312 -0.569
C -0.51181 -0.80135 1.21655 -0.889
C -1.85151 -1.12004 1.33924 0.343
N -2.96889 -0.28015 1.43787 0.745
O -3.12975 0.92279 1.35390 -0.659
O -4.08057 -1.15654 1.71592 -0.203
N -3.67081 -2.49595 1.76572 -0.662
C -2.33382 -2.43203 1.54080 0.860
H 0.70369 -4.01072 1.57988 0.570
H -0.22041 0.23381 1.05396 0.832
C -2.05709 4.93975 0.40090 -1.125
C -0.72194 4.27954 0.18620 -0.198
O -0.92262 2.94950 -0.31374 -0.259
C 0.28175 2.37923 -0.62437 0.593
C 0.13609 1.00042 -1.03761 -1.095
C 1.17203 0.25653 -1.61677 0.612
C 2.52194 0.73162 -1.70490 -0.472
C 3.55125 -0.10259 -2.11615 -0.474
C 3.27275 -1.43582 -2.47801 0.057
Br 4.68159 -2.59485 -2.96366 -0.267
C 1.94093 -1.89755 -2.52140 -0.490
C 0.91146 -1.06807 -2.10651 -0.493
O 1.32057 3.04181 -0.52316 -0.751
H -1.90715 5.79541 1.06524 0.378
H -2.43446 5.32449 -0.55201 0.278
H -2.80173 4.26672 0.83648 0.232
H -0.13530 4.85583 -0.54074 0.285
H -0.16293 4.21318 1.13033 0.298
H -0.86713 0.59242 -0.99322 0.587
H 2.72055 1.74457 -1.36223 0.464
H 4.57602 0.26307 -2.15144 0.384
H 1.73205 -2.90790 -2.86672 0.386
H -0.12507 -1.41457 -2.10216 0.368
```

Results
**Orbital gap**: 3.80 eV
**Energy relative to the best compared isomer or geometry (same formula, charge and spin)**: 0.000 eV
**Total charge**: -1


Number 1: E_HOMO -10.484 eV. Number 2: E_HOMO -0.233 eV. Number 3: E_HOMO -3.418 eV.